# 1
C5H12N2S | wB97M-V/def2-TZVPD

## Properties
* E_LUMO: 0.385 eV
* energy above the lowest of the compared OMol25 structures with the same formula, charge and spin: 133.7 kcal/mol
* HOMO-LUMO gap: 0.339 hartree

```
20
Properties=species:S:1:pos:R:3:forces:R:3
C -1.298 -0.907 0.047 -1.6 -0.8 -0.9
C -0.580 -0.056 1.140 0.6 0.3 1.1
C 0.096 0.792 0.033 0.5 2.6 -0.8
C 1.577 0.619 -0.038 2.0 0.6 -3.0
C -0.855 0.157 -0.993 -1.6 1.2 -0.8
H -3.179 0.136 0.580 0.6 -4.2 -1.9
H -3.402 -2.121 -0.125 1.6 5.3 1.1
H -1.012 -2.008 -0.026 -0.3 1.6 -0.1
H 0.123 -0.410 1.981 -1.2 0.0 -1.6
H -1.358 0.507 1.628 -0.3 0.5 0.3
H -1.016 2.364 0.281 -0.1 1.0 0.0
H 0.180 2.947 -0.754 -0.3 -2.3 1.5
H 2.047 1.102 -1.009 -1.4 -0.9 1.4
H 2.170 1.191 0.673 -0.6 -0.3 0.8
H 0.861 -1.547 -0.994 3.1 0.9 2.2
H -1.918 0.873 -1.021 3.2 -1.8 -0.2
H -0.570 -0.027 -2.077 -0.3 0.0 1.4
N -2.834 -0.785 -0.106 -1.0 -2.1 1.7
N -0.021 2.303 0.095 -0.9 0.3 0.0
S 2.089 -1.079 -0.012 -2.4 -2.0 -2.2
```
Positions in Å, forces in eV/Å.

=====

# 2
C8H16CuO10S2 | wB97M-V/def2-TZVPD

## Properties
* E_LUMO (spin up / spin down): 5.301 / 5.302 eV
* net charge: -2
* 2S+1: 2
* energy above the lowest of the compared OMol25 structures with the same formula, charge and spin: 6.0 kcal/mol
* HOMO-LUMO gap (spin up / spin down): 0.277 / 0.276 hartree

```
37
Properties=species:S:1:pos:R:3:forces:R:3
Cu 1.436 20.460 9.246 0.4 -0.6 -0.5
S 2.539 22.127 7.412 0.6 2.7 -1.9
O 1.854 22.912 6.350 -0.4 -0.8 0.8
O 2.235 20.683 7.316 -0.2 -2.1 0.0
O 3.968 22.444 7.315 0.1 -0.7 0.5
O 1.993 22.424 8.761 -0.4 0.8 1.5
S 0.714 18.364 10.780 -0.4 0.2 0.7
O -0.626 17.851 11.094 0.6 0.0 -0.3
O 0.960 18.446 9.295 0.4 -0.5 -1.2
O 0.789 19.842 11.049 -0.1 1.6 1.0
O 1.779 17.678 11.509 -0.3 -0.2 -0.4
C 4.895 21.639 12.212 -0.1 1.2 1.2
C 5.644 21.532 10.885 -0.8 -0.3 -0.3
C 4.673 20.619 10.084 1.6 -0.8 0.3
O 3.401 20.834 10.601 -0.6 0.1 -0.5
C 3.420 21.293 11.940 0.6 -0.8 -0.3
H 4.883 22.637 12.674 0.3 0.1 -0.5
H 5.384 21.064 13.005 -0.3 -0.6 -0.3
H 6.597 21.032 11.045 0.2 0.2 -0.2
H 5.770 22.484 10.373 0.0 0.1 0.1
H 5.008 19.580 10.266 -0.3 -0.1 0.2
H 4.712 20.712 9.000 -0.4 0.6 0.0
H 3.040 20.492 12.578 -0.1 0.1 0.1
H 2.772 22.165 12.017 -0.1 0.0 -0.1
C -2.372 20.795 7.151 -0.2 -0.6 0.3
C -2.421 22.257 7.633 0.1 0.0 -1.1
C -1.000 22.526 8.148 -0.1 -0.4 1.0
O -0.478 21.244 8.460 -0.6 -1.0 0.2
C -0.968 20.275 7.524 0.0 1.7 -1.3
H -2.601 20.794 6.085 0.3 -0.5 0.0
H -3.083 20.138 7.661 -0.3 0.4 -0.1
H -3.307 22.363 8.259 0.5 0.4 0.6
H -2.545 22.919 6.769 -0.3 -0.1 0.1
H -0.974 23.066 9.096 0.1 0.2 -0.2
H -0.343 23.002 7.415 -0.2 0.1 -0.1
H -0.910 19.277 7.938 0.0 0.0 0.3
H -0.359 20.366 6.617 0.3 -0.4 0.2
```
Positions in Å, forces in eV/Å.

=====

# 3
C39H39Cl56N4O5 | wB97M-V/def2-TZVPD

## Properties
* E_LUMO: -3.349 eV
* net charge: +1
* HOMO-LUMO gap: 0.308 hartree

```
143
Properties=species:S:1:pos:R:3:forces:R:3
C 4.064 -2.201 0.757 -0.5 -0.6 0.1
C 3.577 -3.659 0.765 0.5 -0.1 -0.4
C 2.504 -3.982 -0.276 -0.5 0.2 -0.1
C 1.292 -3.045 -0.287 0.5 -0.6 0.5
O 0.674 -3.124 -1.615 0.2 0.4 0.0
C 0.144 -1.984 -2.044 -1.1 0.1 0.3
C -1.242 -1.745 -1.973 0.4 0.5 -0.4
C -2.138 -2.785 -1.416 -0.3 -0.4 0.1
C -2.645 -3.802 -2.220 0.3 0.1 0.3
C -3.503 -4.734 -1.645 0.5 0.6 -0.2
C -3.798 -4.602 -0.293 -0.3 -0.3 0.0
N -3.305 -3.656 0.519 0.0 0.1 -1.3
C -2.505 -2.771 -0.070 0.3 0.2 0.1
C -1.688 -0.533 -2.479 -0.7 0.3 0.2
C -3.172 -0.235 -2.500 0.1 -0.4 0.2
C -3.878 -0.202 -1.119 -0.4 -0.4 -0.6
C -0.746 0.408 -2.992 0.1 -0.5 -0.1
C -1.091 1.766 -3.534 0.5 0.2 0.5
C -0.652 2.819 -2.477 -0.7 -0.3 -0.5
N -0.992 2.337 -1.140 0.6 0.9 -0.4
C -2.360 2.702 -0.740 -0.2 -0.1 0.0
C -2.549 4.145 -0.248 -0.5 -0.4 -0.1
C -0.047 2.650 -0.135 -0.2 -0.1 0.2
C 0.905 3.811 -0.264 0.6 -0.2 -0.6
O -0.034 1.983 0.862 -0.1 -0.3 0.8
N 0.537 0.131 -3.024 -0.4 0.0 0.0
N 0.919 -1.044 -2.573 1.1 -0.7 0.2
C 2.398 -1.316 -2.677 0.3 0.5 -0.8
O 2.900 -0.620 -3.764 0.3 -0.2 0.4
C 3.719 0.462 -3.376 0.1 0.7 -0.7
O 4.839 0.012 -2.668 -0.5 0.1 0.3
C 5.127 0.783 -1.509 0.5 -0.2 0.2
C 5.922 2.033 -1.772 0.1 0.7 0.4
O 5.249 2.956 -2.626 -0.1 -0.3 -0.1
H 3.334 -1.589 1.291 0.5 0.1 -0.2
H 4.183 -1.855 -0.271 0.0 0.1 0.0
H 5.040 -2.145 1.233 0.0 0.2 0.2
H 3.275 -3.975 1.762 -0.1 0.2 0.1
H 4.444 -4.276 0.518 -0.1 -0.2 0.0
H 2.100 -4.984 -0.130 0.2 -0.1 0.0
H 2.930 -3.971 -1.280 0.2 0.1 0.0
H 0.569 -3.391 0.447 -0.3 0.1 -0.1
H 1.540 -2.017 -0.022 0.0 0.1 -0.3
H -2.350 -3.831 -3.272 0.1 -0.3 0.7
H -3.898 -5.525 -2.265 -0.2 -0.1 0.2
H -4.479 -5.318 0.152 0.1 0.0 0.2
H -2.118 -1.973 0.553 0.0 -0.1 0.2
H -3.398 0.677 -3.036 0.2 0.1 -0.1
H -3.611 -1.044 -3.088 -0.1 0.0 -0.1
H -4.534 0.663 -1.056 0.2 0.2 0.2
H -4.541 -1.062 -1.051 0.1 -0.1 0.2
H -3.184 -0.238 -0.289 0.0 0.3 0.1
H -2.140 1.853 -3.782 0.0 0.0 -0.1
H -0.478 1.930 -4.418 -0.2 0.0 -0.2
H -1.152 3.767 -2.702 0.2 0.1 -0.1
H 0.419 2.945 -2.612 0.1 0.0 0.3
H -3.014 2.524 -1.594 0.1 -0.1 -0.1
H -2.694 2.014 0.031 0.1 0.0 0.1
H -1.816 4.851 -0.632 0.1 0.0 0.0
H -2.588 4.138 0.837 0.4 0.4 0.1
H -3.542 4.466 -0.566 0.0 0.2 0.0
H 0.961 4.358 0.671 -0.2 0.0 0.1
H 1.905 3.397 -0.425 0.0 0.0 0.0
H 0.704 4.476 -1.099 -0.1 0.1 0.1
H 2.865 -1.000 -1.747 -0.1 -0.1 0.1
H 2.566 -2.370 -2.864 -0.4 -0.2 0.3
H 3.130 1.198 -2.820 0.1 -0.1 0.3
H 4.042 0.940 -4.299 -0.1 -0.2 -0.2
H 4.221 1.036 -0.945 -0.2 0.0 -0.2
H 5.735 0.150 -0.860 0.0 -0.1 0.0
H 6.932 1.828 -2.129 -0.1 -0.3 -0.2
H 6.054 2.531 -0.806 0.0 -0.1 0.0
H 5.798 3.103 -3.400 -0.1 0.1 -0.1
C -5.665 2.938 -4.625 -0.1 0.0 -0.1
Cl -6.333 3.884 -5.949 0.1 -0.6 -0.1
Cl -5.155 1.351 -5.224 0.0 0.0 0.0
Cl -4.269 3.791 -3.942 0.0 0.0 0.0
Cl -6.887 2.730 -3.368 -0.1 -0.1 -0.6
C -4.644 -3.232 -6.358 -0.1 0.0 -0.1
Cl -3.861 -3.417 -4.769 -0.5 0.1 -0.7
Cl -4.220 -1.650 -7.027 0.0 0.0 0.0
Cl -4.077 -4.504 -7.435 0.0 0.0 0.0
Cl -6.390 -3.345 -6.161 0.1 0.0 0.0
C -6.383 3.600 1.138 0.0 0.0 0.0
Cl -6.390 3.237 -0.602 0.1 0.1 0.6
Cl -6.592 5.334 1.377 0.0 0.0 0.0
Cl -7.698 2.729 1.924 0.0 0.0 0.0
Cl -4.839 3.091 1.831 -0.2 -0.1 0.2
C 0.484 -1.259 3.374 -0.1 -0.1 0.1
Cl 1.572 -0.396 2.282 -0.2 0.2 0.3
Cl -1.186 -0.844 2.967 -0.1 0.0 0.0
Cl 0.715 -3.007 3.187 0.0 0.0 -0.1
Cl 0.801 -0.831 5.043 0.0 0.3 -0.1
C 8.695 3.134 1.470 0.1 0.0 0.0
Cl 7.474 1.852 1.386 0.0 -0.1 0.1
Cl 8.193 4.343 2.656 0.0 0.0 0.0
Cl 10.237 2.428 1.936 -0.1 0.1 -0.2
Cl 8.849 3.900 -0.117 0.0 0.0 0.0
C 1.872 -4.186 7.210 0.0 -0.1 0.0
Cl 3.009 -3.206 6.270 0.1 0.0 0.1
Cl 0.219 -3.781 6.730 0.0 -0.1 0.1
Cl 2.172 -5.895 6.878 0.1 0.1 -0.2
Cl 2.084 -3.858 8.930 0.1 0.2 -0.1
C -3.046 3.590 5.274 0.0 0.0 0.0
Cl -2.135 3.680 6.781 0.0 0.0 0.0
Cl -2.766 5.056 4.324 0.0 0.0 0.0
Cl -2.507 2.182 4.346 0.1 0.0 0.0
Cl -4.768 3.438 5.629 0.0 0.0 0.0
C 10.504 1.659 6.382 0.0 0.0 0.0
Cl 11.615 2.624 7.355 0.0 0.0 0.0
Cl 11.392 0.345 5.599 0.0 0.0 0.0
Cl 9.245 0.980 7.419 0.0 0.0 0.0
Cl 9.764 2.677 5.142 0.0 0.0 0.3
C 12.241 -0.199 -0.537 0.0 0.0 0.0
Cl 13.445 0.620 -1.532 0.0 0.0 0.0
Cl 10.624 0.364 -0.988 0.0 0.0 0.0
Cl 12.345 -1.941 -0.793 0.0 0.0 0.0
Cl 12.543 0.162 1.168 0.1 -0.1 0.0
C 1.550 -7.366 10.715 0.0 0.0 0.0
Cl 1.004 -8.978 11.180 0.0 0.0 0.0
Cl 0.361 -6.633 9.630 -0.2 -0.2 0.2
Cl 1.718 -6.359 12.157 0.0 0.0 0.0
Cl 3.115 -7.489 9.904 0.0 0.0 0.0
C -3.068 -6.457 3.912 0.1 -0.1 -0.1
Cl -2.812 -5.401 2.510 0.0 -0.2 0.7
Cl -4.797 -6.741 4.107 0.0 0.0 0.0
Cl -2.224 -7.996 3.644 0.1 0.1 0.1
Cl -2.435 -5.705 5.381 0.0 0.0 -0.1
C -6.134 -10.569 2.068 0.0 -0.1 0.0
Cl -4.561 -9.902 2.516 -0.1 -0.1 -0.1
Cl -7.047 -10.953 3.529 0.0 0.0 0.0
Cl -7.025 -9.373 1.115 0.0 0.0 0.0
Cl -5.909 -12.035 1.110 0.0 0.0 0.0
C -7.125 8.441 -5.701 0.0 0.1 -0.1
Cl -6.028 9.300 -6.787 0.0 0.0 0.0
Cl -8.794 8.737 -6.193 0.0 0.0 0.0
Cl -6.787 6.701 -5.771 -0.1 0.6 0.1
Cl -6.886 9.015 -4.050 0.0 -0.1 0.0
C -5.538 13.028 -4.981 0.0 0.0 0.0
Cl -4.590 11.783 -4.155 0.0 0.0 0.0
Cl -7.248 12.585 -4.961 0.0 0.0 0.0
Cl -5.321 14.573 -4.156 0.0 0.0 0.0
Cl -4.988 13.168 -6.654 0.0 0.0 0.0
```
Positions in Å, forces in eV/Å.

=====

no.,largest force on an atom (eV Å⁻¹)
1,5.6
2,3.3
3,1.3